Record 1
Entry from the Open Molecules 2025 dataset: C35H38CrFN3O3Si as an isolated structure (ωB97M-V with the def2-TZVPD basis set).

Geometry (Å):
C1 0.30153 2.98454 -1.11611
C2 0.60146 3.19690 -2.54935
C3 -0.68289 3.08297 -3.23883
H1 1.56350 3.51432 -3.01188
C4 -1.67115 2.68036 -2.27063
C5 -1.07824 2.68832 -0.95909
H2 -1.65242 2.59775 0.01710
H3 1.01069 3.16378 -0.29589
H4 -0.85702 3.30695 -4.31298
H5 -2.72463 2.46334 -2.49947
Cr1 0.04325 1.21058 -2.51494
C6 -0.59218 -3.34314 -4.53243
H6 -1.54288 -3.20776 -5.14024
H7 -0.60818 -3.11933 -3.41651
H8 0.34088 -3.30477 -5.13573
Si1 0.08219 -0.04792 -4.32763
C7 1.54043 -0.24966 -5.50116
C8 2.47729 0.82380 -5.47577
H9 2.36165 1.64870 -4.75315
C9 3.47736 0.86974 -6.43615
H10 4.16027 1.70411 -6.45680
C10 3.62039 -0.15847 -7.37828
H11 4.42155 -0.12342 -8.12112
C11 2.77236 -1.26429 -7.32848
H12 2.93286 -2.11439 -8.00193
C12 1.71520 -1.30810 -6.39967
H13 1.01595 -2.14772 -6.42327
C13 -1.29637 0.68409 -5.37095
C14 -1.00805 1.10109 -6.67962
H14 -0.02465 0.90244 -7.10666
C15 -1.97328 1.80052 -7.41418
H15 -1.68693 2.19777 -8.39624
C16 -3.26959 1.97638 -6.89949
H16 -4.05304 2.43848 -7.52440
C17 -3.60707 1.44764 -5.64466
H17 -4.63286 1.54502 -5.27112
C18 -2.62730 0.79887 -4.87771
H18 -2.89936 0.39317 -3.89187
H19 -0.63908 -4.45755 -4.29252
H20 -0.41353 -2.22110 -4.10409
F1 0.63495 2.90324 4.68282
C19 0.39865 1.63556 4.19854
C20 0.56124 1.45947 2.84434
C21 0.37661 0.18017 2.29596
C22 0.56520 -0.06494 0.85500
O1 1.16220 0.69195 0.05066
C23 0.02270 -1.36327 0.40841
C24 -0.08421 -2.38302 1.31067
N1 0.01355 -2.21467 2.66651
C25 -0.02320 -3.30513 3.56485
C26 0.32520 -4.67553 3.05344
C27 1.24905 -3.91155 4.00245
C28 0.13197 -0.91698 3.16850
C29 0.05403 -0.71081 4.55584
C30 0.10618 0.58802 5.10166
N2 -0.09724 0.80119 6.49093
C31 0.73312 0.02499 7.37597
C32 0.12731 -0.09697 8.77195
N3 -0.20743 1.27012 9.21064
C33 -1.17391 1.96836 8.34270
C34 -0.51851 2.09364 6.97439
C35 -0.30782 -1.62821 -1.04593
O2 -0.24343 -2.86793 -1.45841
O3 -0.63779 -0.61903 -1.69745
H21 0.82984 2.27603 2.18514
H22 -0.28463 -3.40664 0.96632
H23 -0.80532 -3.22699 4.31154
H24 -0.22196 -5.50407 3.50471
H25 0.65054 -4.77403 2.01681
H26 2.19411 -3.50979 3.59089
H27 1.30062 -4.30773 5.02942
H28 -0.08158 -1.55708 5.22303
H29 1.74581 0.49189 7.47310
H30 0.88803 -0.98503 6.96214
H31 -0.79732 -0.66689 8.78591
H32 0.83098 -0.52673 9.49490
H33 -0.58110 1.24337 10.16507
H34 0.63846 1.82664 9.20030
H35 -1.38513 2.95563 8.76596
H36 -2.09173 1.38133 8.33625
H37 0.35077 2.76297 7.04742
H38 -1.24697 2.51449 6.27060

Computed properties:
Total charge   +1
⟨S²⟩   3.94
Multiplicity   4
ΔE to the lowest compared entry with this formula, charge and spin   9.4 kcal per mole
Gap between HOMO and LUMO (alpha / beta)   0.1292 / 0.1282 Eh

Results of the Löwdin charge analysis, in e, for atoms 1 through 8: -0.16 -0.19 -0.18 0.12 -0.14 -0.12 0.14 0.11



Record 2
Entry from the Open Molecules 2025 dataset: C35H38F6KN9O5S2Se as an isolated structure (ωB97M-V with the def2-TZVPD basis set).

Geometry (Å):
K1 0.37231 -0.60185 0.34809
O1 -3.28916 -0.24061 2.69729
C1 -2.78383 -0.27761 1.54371
N1 -2.26857 -1.27810 0.87467
C2 -2.38521 -2.57118 1.50172
C3 -1.15030 -3.10105 2.21345
C4 -1.14812 -4.41591 2.69045
C5 -0.03451 -4.90701 3.33534
C6 1.07120 -4.08047 3.49144
C7 0.98877 -2.79486 2.99492
N2 -0.09768 -2.30666 2.38514
C8 -2.85717 1.00521 0.71818
C9 -4.06668 1.70105 0.69296
C10 -4.16126 2.85954 -0.05142
C11 -3.03593 3.31873 -0.72523
C12 -1.87105 2.57533 -0.63080
N3 -1.77832 1.43611 0.05723
H1 -2.61717 -3.30713 0.72043
H2 -3.20348 -2.59714 2.23611
H3 -2.02610 -5.03336 2.53729
H4 -0.01574 -5.92648 3.70461
H5 1.98012 -4.42020 3.97001
H6 1.82602 -2.11054 3.09258
H7 -4.89537 1.30930 1.26695
H8 -5.09589 3.40838 -0.09878
H9 -3.04606 4.23636 -1.30028
H10 -0.96219 2.91280 -1.12033
C13 0.82764 0.88453 -2.99761
N4 1.51281 1.28357 -1.78869
C14 2.74759 0.53361 -1.51771
C15 1.56969 2.67432 -1.48617
C16 1.31166 3.62569 -2.45758
C17 1.32225 4.99951 -2.18703
C18 1.62377 5.41012 -0.90181
C19 1.88940 4.48104 0.09717
C20 1.85140 3.08911 -0.13158
N5 1.94231 2.15405 0.84404
C21 2.53200 2.40686 2.07363
C22 3.79378 2.99158 2.20918
C23 4.46678 3.02440 3.42487
C24 3.88195 2.47254 4.55172
C25 2.60426 1.92471 4.45714
C26 1.91148 1.89753 3.25005
N6 0.59513 1.38966 3.15221
C27 0.09872 0.59727 4.25604
C28 -0.37161 2.41882 2.78086
H11 1.36432 1.14401 -3.92654
H12 -0.15866 1.35108 -3.03259
H13 0.68664 -0.19763 -2.98243
H14 3.61462 1.19964 -1.63983
H15 2.83098 -0.27707 -2.24417
H16 2.46603 0.78662 0.33062
H17 1.09224 3.28953 -3.46395
H18 1.10003 5.71368 -2.97065
H19 1.64165 6.46746 -0.65653
H20 2.08663 4.82220 1.10647
H21 4.26663 3.37942 1.31364
H22 5.46130 3.45397 3.47501
H23 4.40359 2.47027 5.50190
H24 2.13041 1.52551 5.34445
H25 -0.10624 1.20451 5.15736
H26 0.81888 -0.17813 4.52039
H27 -0.83149 0.11509 3.95238
H28 -0.43159 3.18863 3.57002
H29 -1.35461 1.96441 2.67056
H30 -0.08664 2.88187 1.83979
F1 5.98702 -1.62879 0.95849
C29 4.79957 -2.25048 1.10488
F2 4.03277 -1.48884 1.87044
F3 5.03187 -3.39319 1.76007
S1 4.14666 -2.57971 -0.61264
O2 2.75177 -0.02001 -0.23345
O3 5.00119 -3.70744 -1.03936
N7 2.69584 -3.11737 0.03024
S2 1.55644 -3.22907 -1.03475
O4 1.95147 -2.87484 -2.38355
O5 0.25992 -2.75807 -0.60017
C30 1.27743 -5.04457 -1.10959
F4 2.40233 -5.69258 -1.41743
F5 0.82628 -5.51984 0.05489
F6 0.36474 -5.34403 -2.04669
C31 -3.06508 1.11785 -4.02894
N8 -3.66788 -0.13796 -4.43831
C32 -4.37268 -0.34237 -5.60883
C33 -4.78056 -1.62736 -5.60950
N9 -4.31551 -2.19612 -4.43746
C34 -4.51910 -3.56407 -4.01129
C35 -3.63690 -1.27985 -3.69026
Se1 -2.96512 -1.49744 -1.99849
H31 -3.75327 1.93601 -4.23995
H32 -2.12105 1.27920 -4.55027
H33 -2.87651 1.06621 -2.95729
H34 -4.52025 0.43779 -6.33417
H35 -5.34452 -2.18561 -6.33519
H36 -5.09996 -4.07623 -4.77702
H37 -5.04310 -3.58100 -3.05623
H38 -3.55817 -4.05690 -3.86854

Computed properties:
Total charge   -2
ΔE to the lowest compared entry with this formula, charge and spin   26.9 kcal per mole
Gap between HOMO and LUMO   0.1931 Eh

Results of the Löwdin charge analysis, in e, for atoms 1 through 8: 0.70 -0.07 -0.58 -0.07 -0.21 -0.25 -0.04 -0.09



Record 3
Entry from the Open Molecules 2025 dataset: C35H38FHoN3O3Si as an isolated structure (ωB97M-V with the def2-TZVPD basis set).

Geometry (Å):
C1 0.84188 -1.42631 -0.14286
C2 1.64168 -0.78782 0.86467
C3 0.84283 -0.69299 2.05792
H1 2.71991 -0.57886 0.79255
C4 -0.41910 -1.31578 1.78526
C5 -0.39787 -1.78517 0.44249
H2 -1.16527 -2.38085 -0.02368
H3 1.13054 -1.63581 -1.17045
H4 1.16808 -0.32111 3.03683
H5 -1.22347 -1.48527 2.49627
Ho1 -0.68713 0.72926 0.27912
C6 -0.25418 2.86803 -0.14303
H6 -1.23580 3.15115 0.29006
H7 -0.27835 2.64213 -1.21668
H8 0.63211 3.49843 -0.14331
Si1 3.31518 2.03680 -0.85653
C7 2.85835 2.64230 -2.55252
C8 3.45673 1.76925 -3.49879
H9 3.98967 0.88486 -3.12705
C9 3.45578 2.03675 -4.85558
H10 3.98520 1.38966 -5.54814
C10 2.76672 3.15962 -5.34346
H11 2.78021 3.36531 -6.42762
C11 2.08742 3.96699 -4.43651
H12 1.56031 4.82510 -4.86262
C12 2.08776 3.69010 -3.04434
H13 1.52941 4.35355 -2.40113
C13 4.04169 3.04164 0.46694
C14 5.35333 2.99231 -0.06541
H14 5.61171 3.32755 -1.06852
C15 6.30747 2.35969 0.70758
H15 7.25396 2.07937 0.24985
C16 6.08093 2.04929 2.05451
H16 6.83776 1.47631 2.61753
C17 4.84926 2.38143 2.62434
H17 4.74705 2.19746 3.69460
C18 3.78612 2.87532 1.83711
H18 2.81324 3.09935 2.29521
H19 1.96383 1.81902 -0.32464
H20 4.25483 0.92720 -1.10930
F1 -5.27959 -1.72688 4.03088
C19 -5.23361 -1.82701 2.65770
C20 -4.39220 -0.95996 1.99542
C21 -4.22348 -1.13584 0.59395
C22 -3.33056 -0.31648 -0.13763
O1 -2.74736 0.65442 0.52971
C23 -3.07150 -0.63156 -1.51387
C24 -3.74736 -1.68928 -2.08505
N1 -4.61443 -2.47813 -1.40396
C25 -5.23579 -3.56268 -2.04013
C26 -4.76949 -4.05065 -3.37977
C27 -4.48706 -4.86672 -2.15287
C28 -4.85882 -2.21580 -0.06090
C29 -5.71033 -3.05565 0.66081
C30 -5.97363 -2.85757 2.02962
N2 -6.90654 -3.67614 2.69867
C31 -6.76724 -5.10902 2.52980
C32 -8.10836 -5.80507 2.72658
N3 -8.64567 -5.35701 4.02253
C33 -8.81872 -3.90163 4.18934
C34 -7.44796 -3.25896 3.96977
C35 -1.98044 -0.03313 -2.43409
O2 -2.18854 -0.05184 -3.63533
O3 -0.90239 0.39402 -1.81707
H21 -3.85172 -0.16503 2.52303
H22 -3.59447 -1.94569 -3.12137
H23 -6.29841 -3.64354 -1.84841
H24 -5.55132 -4.41747 -4.04791
H25 -3.89260 -3.60028 -3.84653
H26 -3.45243 -4.89664 -1.78153
H27 -5.08091 -5.77202 -1.99598
H28 -6.19462 -3.87006 0.13691
H29 -6.03665 -5.52609 3.25535
H30 -6.38707 -5.31871 1.52388
H31 -8.83943 -5.51837 1.96458
H32 -7.99343 -6.89329 2.74379
H33 -9.53260 -5.81123 4.21007
H34 -7.95917 -5.62449 4.72889
H35 -9.18769 -3.68961 5.20002
H36 -9.55402 -3.56831 3.44671
H37 -6.77858 -3.54598 4.80346
H38 -7.56640 -2.16623 3.98183

Computed properties:
Total charge   +1
⟨S²⟩   6.00
Multiplicity   5
ΔE to the lowest compared entry with this formula, charge and spin   0.0 kcal per mole
Gap between HOMO and LUMO (alpha / beta)   0.1728 / 0.1725 Eh

Results of the Löwdin charge analysis, in e, for atoms 1 through 8: -0.19 -0.17 -0.18 0.10 -0.26 -0.26 0.09 0.11



Record 4
Entry from the Open Molecules 2025 dataset: C35H38FMnN3O3Si as an isolated structure (ωB97M-V with the def2-TZVPD basis set).

Geometry (Å):
C1 2.22631 -0.01028 -3.40978
C2 2.51999 1.39035 -3.31184
C3 3.07208 1.65499 -2.01041
H1 2.43499 2.10675 -4.12845
C4 3.25225 0.39860 -1.35052
C5 2.70893 -0.63407 -2.20381
H2 2.72816 -1.70892 -2.02743
H3 1.71648 -0.52574 -4.22972
H4 3.33294 2.63396 -1.61314
H5 3.74019 0.23749 -0.38362
Mn1 1.05211 0.74051 -1.74109
C6 -1.34819 6.35920 -3.00510
H6 -0.36550 6.64425 -2.60442
H7 -2.07689 7.19315 -2.95550
H8 -1.23143 5.97968 -4.02348
Si1 -1.04526 3.33101 -2.27746
C7 -1.85764 2.83672 -3.89625
C8 -1.14616 2.06129 -4.83729
H9 -0.14511 1.68352 -4.59724
C9 -1.64350 1.83467 -6.12972
H10 -1.02811 1.26281 -6.82754
C10 -2.87695 2.36046 -6.52744
H11 -3.24121 2.19918 -7.54902
C11 -3.59397 3.12421 -5.59931
H12 -4.54918 3.56250 -5.88615
C12 -3.08977 3.37171 -4.31311
H13 -3.63865 4.01872 -3.62498
C13 0.57915 4.09978 -2.90310
C14 0.84233 4.34382 -4.26597
H14 0.16090 3.97305 -5.03199
C15 1.98433 5.02357 -4.69364
H15 2.12537 5.16688 -5.75991
C16 2.93318 5.47601 -3.78390
H16 3.83235 5.99390 -4.12279
C17 2.69737 5.21109 -2.43608
H17 3.42806 5.49962 -1.69129
C18 1.55464 4.53517 -1.99613
H18 1.44250 4.28353 -0.93832
H19 -1.78351 4.24495 -1.38798
H20 -1.83068 5.52126 -2.43870
F1 2.64101 -4.21170 2.00877
C19 1.58511 -3.37033 2.29105
C20 1.33435 -2.36048 1.39041
C21 0.14143 -1.61252 1.47065
C22 -0.21357 -0.64943 0.45526
O1 0.28257 -0.75264 -0.73155
C23 -1.21971 0.34487 0.74208
C24 -2.07647 0.01197 1.78824
N1 -1.84810 -1.02872 2.68142
C25 -2.72336 -1.30675 3.74103
C26 -3.95366 -0.55434 4.08810
C27 -4.06798 -1.88187 3.41822
C28 -0.71453 -1.85168 2.57069
C29 -0.40842 -2.86538 3.51579
C30 0.76601 -3.64865 3.40472
N2 1.07378 -4.68165 4.33648
C31 0.10498 -5.76495 4.47917
C32 0.26036 -6.48802 5.80913
N3 1.68322 -6.90985 5.90698
C33 2.65180 -5.80151 5.84970
C34 2.45839 -5.10870 4.50994
C35 -1.61274 1.55929 -0.10078
O2 -2.64864 2.17453 0.08513
O3 -0.74133 1.91575 -1.13273
H21 2.04582 -2.14745 0.60779
H22 -2.95319 0.62985 1.99827
H23 -2.23653 -1.72881 4.59874
H24 -4.20970 -0.56058 5.14008
H25 -4.23225 0.32331 3.53287
H26 -4.34422 -1.88744 2.36419
H27 -4.38236 -2.71465 4.04723
H28 -1.03500 -3.06820 4.39048
H29 0.25155 -6.50857 3.66843
H30 -0.91240 -5.36895 4.37973
H31 0.06076 -5.85441 6.67258
H32 -0.36308 -7.38147 5.86587
H33 1.83368 -7.45674 6.75621
H34 1.87505 -7.50294 5.09543
H35 3.65557 -6.21109 5.94347
H36 2.45289 -5.15042 6.69936
H37 2.74455 -5.81430 3.70773
H38 3.12147 -4.23369 4.46727

Computed properties:
Total charge   +1
⟨S²⟩   6.10
Multiplicity   5
Gap between HOMO and LUMO (alpha / beta)   0.1419 / 0.2276 Eh

Results of the Löwdin charge analysis, in e, for atoms 1 through 8: -0.17 -0.16 -0.16 0.10 -0.14 -0.15 0.12 0.11



Record 5
Entry from the Open Molecules 2025 dataset: C35H38Ge2KN3O3 as an isolated structure (ωB97M-V with the def2-TZVPD basis set).

Geometry (Å):
K1 -0.09139 -0.12254 0.74759
C1 4.36611 0.68931 1.52862
C2 3.39494 -0.44747 1.68469
C3 2.55841 -0.53496 2.79605
C4 1.68870 -1.60364 2.95716
C5 1.63686 -2.60815 1.99733
C6 2.43440 -2.51488 0.86605
C7 3.30360 -1.44204 0.71250
H1 5.10067 0.47144 0.75397
H2 4.89155 0.88787 2.46432
H3 3.85813 1.60841 1.23359
H4 2.58953 0.24051 3.55189
H5 1.01550 -1.63179 3.80370
H6 0.94687 -3.43435 2.11269
H7 2.35954 -3.25731 0.08342
H8 3.91689 -1.36855 -0.17782
O1 -3.34550 -0.70672 2.62058
C8 -2.44927 0.14996 2.55950
O2 -1.25385 0.07247 2.93419
C9 -2.84267 1.45864 1.86817
C10 -3.81076 2.30277 2.40760
C11 -4.13597 3.46454 1.73195
C12 -3.51090 3.73806 0.52102
C13 -2.57510 2.83233 0.05034
N1 -2.23851 1.72617 0.70841
H9 -4.28986 2.02888 3.33783
H10 -4.87321 4.14805 2.13641
H11 -3.73475 4.62922 -0.05026
H12 -2.06707 2.99482 -0.89586
O3 1.18322 -1.88021 -2.01512
C14 0.22384 -2.53070 -2.80481
C15 -1.13669 -2.71053 -2.16301
C16 -2.11445 -3.39404 -2.88693
C17 -3.37143 -3.55226 -2.34006
C18 -3.61872 -3.02566 -1.07974
C19 -2.58869 -2.36846 -0.43185
N2 -1.36969 -2.20974 -0.95740
H13 0.88068 -0.95905 -1.94961
H14 0.62423 -3.52065 -3.04172
H15 0.07120 -1.99697 -3.74998
H16 -1.87839 -3.77970 -3.87155
H17 -4.14894 -4.07186 -2.88666
H18 -4.58411 -3.11056 -0.60090
H19 -2.75698 -1.94615 0.55621
C20 -0.42383 4.47188 2.32693
Ge1 1.35656 4.19323 1.52356
C21 2.28100 3.26125 3.00337
C22 2.23112 5.97550 1.35157
Ge2 1.18822 2.90651 -0.64434
C23 0.64070 4.41918 -1.79484
C24 -0.20840 5.43983 -1.37552
C25 -0.55797 6.48667 -2.21870
C26 -0.06038 6.53494 -3.51365
C27 0.77783 5.52048 -3.95640
C28 1.11744 4.47726 -3.10616
C29 3.03658 2.52060 -1.24724
C30 4.04348 3.46509 -1.03622
C31 5.36560 3.20748 -1.37344
C32 5.71305 1.99077 -1.94423
C33 4.72540 1.04427 -2.17490
C34 3.40622 1.30885 -1.82669
H20 -0.28374 4.97732 3.28648
H21 -0.88610 3.50251 2.52338
H22 -1.12219 5.06186 1.73408
H23 2.16686 3.87417 3.90203
H24 3.34504 3.09450 2.84250
H25 1.79571 2.30448 3.19784
H26 2.09650 6.54674 2.27480
H27 1.81592 6.55146 0.52471
H28 3.30356 5.86174 1.18579
H29 -0.62087 5.43172 -0.37031
H30 -1.22046 7.26430 -1.85654
H31 -0.32550 7.35305 -4.17230
H32 1.16681 5.53703 -4.96778
H33 1.76324 3.68640 -3.47214
H34 3.79289 4.42872 -0.60427
H35 6.12091 3.96361 -1.19374
H36 6.74294 1.78639 -2.21088
H37 4.97175 0.09023 -2.62668
H38 2.66205 0.54784 -2.02800
N3 -0.39747 0.52307 -2.64476
C35 0.25416 1.35321 -2.15704

Computed properties:
Total charge   -1
⟨S²⟩   0.76
Multiplicity   2
Gap between HOMO and LUMO (alpha / beta)   0.2033 / 0.3014 Eh

Results of the Löwdin charge analysis, in e, for atoms 1 through 8: 0.63 -0.04 -0.27 -0.07 -0.11 -0.11 -0.10 -0.05



| no. | total energy (eV) |
| --- | --- |
| 1 | -86527.3478 |
| 2 | -180209.4438 |
| 3 | -83908.5417 |
| 4 | -89431.0346 |
| 5 | -176884.3543 |